Entry 1:
Entry from OMol25: a molecular structure, CHI2O2S2 in a non-equilibrium geometry (ωB97M-V/def2-TZVPD).

## Properties
**2S+1**: 1
**Energy above the lowest of the compared OMol25 structures with the same formula, charge and spin**: 107.5 kJ/mol
**E_HOMO (alpha / beta)**: -0.175 / -0.176 Eh
**Total charge**: -1
**Orbital gap (alpha / beta)**: 6.431 / 6.432 eV
**Molecular weight**: 362.96 g mol⁻¹
**Maximum force**: 5.68 eV Å⁻¹

Element x y z (Å)
I1 2.37148 0.25669 -1.10272
I2 -1.87316 2.70874 0.52562
H1 0.52574 -1.41058 0.16057
S1 -0.41207 0.45717 0.49961
O1 0.57866 0.81205 1.54486
S2 -0.33911 -1.47734 -1.85929
O2 -1.46992 -0.41058 0.92110
C1 0.61837 -0.93615 -0.68974



Entry 2:
Entry from OMol25: a molecular structure, CHI3O in a non-equilibrium geometry (ωB97M-V/def2-TZVPD).

## Properties
**2S+1**: 1
**Energy above the lowest of the compared OMol25 structures with the same formula, charge and spin**: 249.8 kJ/mol
**E_HOMO (alpha / beta)**: -0.319 / -0.319 Eh
**Orbital gap (alpha / beta)**: 6.091 / 6.083 eV
**Molecular weight**: 409.73 g mol⁻¹
**Maximum force**: 1.68 eV Å⁻¹

Element x y z (Å)
H1 -0.12966 -1.37444 -0.56144
C1 0.04300 -0.43036 -0.06353
I1 1.46364 2.05159 -0.92601
I2 1.26607 -0.59246 1.61958
O1 0.00158 0.63295 -0.78802
I3 -2.64462 -0.28727 0.71943



Entry 3:
Entry from OMol25: CHINO2P in the gas phase in a non-equilibrium geometry (ωB97M-V/def2-TZVPD).

## Properties
**2S+1**: 1
**Energy above the lowest of the compared OMol25 structures with the same formula, charge and spin**: 0.0 kJ/mol
**E_HOMO**: -0.363 Eh
**Structure (SMILES)**: N#COP(O)I
**Orbital gap**: 9.651 eV
**Molecular weight**: 216.90 g mol⁻¹
**Maximum force**: 5.28 eV Å⁻¹

Element x y z (Å)
C1 1.91031 -0.82776 0.73361
H1 0.39610 1.30682 -0.30433
N1 1.58839 -0.75504 1.80870
P1 1.07232 -0.25034 -1.70771
O1 -0.00951 0.60115 -0.85622
I1 -0.33500 -2.26068 -1.93773
O2 2.17022 -0.68856 -0.57550



Entry 4:
Entry from OMol25: 2 unconnected molecules or ions with the total composition CHIOS2 in a non-equilibrium geometry (ωB97M-V/def2-TZVPD).

## Properties
**2S+1**: 1
**Energy above the lowest of the compared OMol25 structures with the same formula, charge and spin**: 7.1 kJ/mol
**E_HOMO**: -0.334 Eh
**Orbital gap**: 8.264 eV
**Molecular weight**: 220.06 g mol⁻¹
**Maximum force**: 1.92 eV Å⁻¹

Element x y z (Å)
H1 0.64698 -1.28098 1.29544
O1 1.71475 1.34791 -1.17805
S1 -0.88704 -0.15832 -0.36788
S2 -0.30956 -0.34717 1.54173
C1 1.44555 2.20246 -0.47207
I1 -2.61068 -1.76390 -0.81917



Entry 5:
Entry from OMol25: 2 unconnected molecules or ions with the total composition CHIOS2 in a non-equilibrium geometry (ωB97M-V/def2-TZVPD).

## Properties
**2S+1**: 1
**Energy above the lowest of the compared OMol25 structures with the same formula, charge and spin**: 348.2 kJ/mol
**E_HOMO (alpha / beta)**: -0.329 / -0.281 Eh
**Orbital gap (alpha / beta)**: 7.958 / 6.001 eV
**Molecular weight**: 220.06 g mol⁻¹
**Maximum force**: 1.46 eV Å⁻¹

Element x y z (Å)
I1 2.65713 0.99828 0.00104
O1 2.44411 -2.05415 0.74493
C1 -0.36129 0.86390 0.52546
S1 3.02019 -1.40020 -0.41471
H1 -0.72331 -0.14795 0.68038
S2 -0.98852 2.19802 0.00356



Entry 6:
Entry from OMol25: a molecular structure, CHLaLiO in a non-equilibrium geometry (ωB97M-V/def2-TZVPD).

## Properties
**2S+1**: 1
**Energy above the lowest of the compared OMol25 structures with the same formula, charge and spin**: 343.2 kJ/mol
**E_HOMO (alpha / beta)**: -0.338 / -0.338 Eh
**Total charge**: +1
**Orbital gap (alpha / beta)**: 4.871 / 4.968 eV
**Molecular weight**: 174.87 g mol⁻¹
**Maximum force**: 4.80 eV Å⁻¹

Element x y z (Å)
La1 -0.76839 -0.57537 1.04831
H1 1.14696 -2.44123 1.21894
C1 1.81459 -3.27054 1.37852
O1 2.60824 -4.06394 1.18986
Li1 0.56950 1.23089 -1.69440



Entry 7:
Entry from OMol25: a molecular structure, CHLi3O11P2 in a non-equilibrium geometry (ωB97M-V/def2-TZVPD).

## Properties
**2S+1**: 2
**E_HOMO (alpha / beta)**: 0.116 / 0.118 Eh
**Total charge**: -3
**Orbital gap (alpha / beta)**: 3.010 / 2.955 eV
**Molecular weight**: 271.78 g mol⁻¹
**Maximum force**: 5.22 eV Å⁻¹

Element x y z (Å)
O1 3.00175 -1.90732 2.99550
O2 1.63680 -3.09806 1.24289
P1 -1.31130 -0.97921 -0.18717
O3 1.62723 -0.64793 1.31499
Li1 1.41200 -1.97463 -0.36445
O4 0.26571 -2.08286 2.99852
P2 1.59399 -1.92016 2.26244
H1 0.06986 3.54561 -3.06338
O5 -1.26782 -2.24468 0.59098
O6 0.26325 3.66952 -2.13127
O7 -0.03589 -0.79728 -1.03563
O8 -1.37227 0.14808 0.81644
O9 -0.34886 2.46406 -0.36917
O10 -2.40594 -0.53621 -1.14977
O11 -1.01639 1.85770 -2.27700
Li2 -2.20139 1.31154 -0.39329
Li3 0.50994 0.51324 0.35185
C1 -0.42069 2.67858 -1.60249



Entry 8:
Entry from OMol25: a molecular structure, CHLiO2 in a non-equilibrium geometry (ωB97M-V/def2-TZVPD).

## Properties
**2S+1**: 1
**Energy above the lowest of the compared OMol25 structures with the same formula, charge and spin**: 193.8 kJ/mol
**E_HOMO (alpha / beta)**: -0.281 / -0.281 Eh
**Orbital gap (alpha / beta)**: 6.927 / 6.928 eV
**Molecular weight**: 51.96 g mol⁻¹
**Maximum force**: 5.11 eV Å⁻¹

Element x y z (Å)
O1 -0.67350 0.64928 0.02734
Li1 -1.38848 -1.08943 -0.63379
H1 0.50045 -1.30647 -0.13121
C1 0.35770 1.11144 0.42168
O2 1.46569 0.65986 0.55235